146
Properties=species:S:1:pos:R:3:mulliken_charge:R:1 method="wB97M-V/def2-TZVPD" e_homo_ev=-9.524 homo_lumo_gap_ev=5.008 relative_energy_kcal_mol=54.01 e_tot_ev=-73573.393 e_lumo_ev=-4.516 total_charge=+1
C -2.014 -1.340 0.104 -2.15
C 2.299 -0.426 -2.758 1.18
C 1.392 0.642 1.640 -1.35
H 4.590 0.576 2.037 0.17
H -4.828 0.163 -2.400 0.61
H 4.707 1.462 -4.307 0.42
H 3.813 -5.290 -1.141 0.47
C -0.521 2.149 -3.485 -1.54
H 2.055 -2.555 -3.036 0.34
H -1.452 1.698 -3.855 0.37
H -2.925 -0.165 4.953 0.62
H 0.274 -1.532 -3.328 0.59
C 1.492 -2.999 -0.135 -0.88
C 2.461 4.449 0.067 0.25
H -0.233 2.534 2.485 -0.25
C -0.707 2.633 -2.034 0.86
H 2.612 1.691 -2.950 0.20
C -2.278 -0.308 1.009 0.18
C 4.153 0.569 -4.004 -0.75
C 5.488 0.986 1.560 -1.88
H -1.445 0.267 1.431 0.68
H -3.327 -2.990 2.560 0.47
H 0.395 0.437 -2.073 0.42
H 1.302 5.894 2.126 0.37
C -4.911 1.855 -0.205 -1.73
H 5.519 -0.823 -4.941 0.38
C -0.496 -2.291 -3.219 -0.46
H -3.552 -4.663 -3.086 0.45
H 5.683 1.985 1.975 0.43
C -3.503 0.406 2.994 0.38
H 4.492 3.040 -0.132 0.85
C 1.000 2.536 0.002 -1.19
C -6.142 -2.543 5.204 -0.76
H -0.963 4.702 -2.712 0.43
H -5.100 2.340 -1.173 0.47
H 2.387 -4.993 1.465 0.44
C 5.077 -0.360 -0.529 0.04
C 3.153 -4.235 1.255 -1.81
N -3.484 -0.046 1.597 0.78
H -3.493 -0.302 -1.337 0.59
H 7.086 -2.795 -1.813 0.41
C 6.110 -0.952 -1.258 -0.14
H -7.101 -4.237 4.262 0.40
H 0.284 1.415 -3.600 0.23
H -2.099 -1.108 3.680 0.43
H 7.505 1.109 -0.285 0.50
C -1.485 3.963 -2.092 -2.02
H 6.539 1.806 -1.625 0.45
H 2.861 -0.839 2.352 0.42
H -7.102 -0.798 -0.503 0.36
H -7.004 0.629 -1.543 0.49
C -6.245 -3.560 4.247 -0.42
C 3.996 -2.535 -0.381 0.57
H 3.986 1.920 -1.414 0.14
H 2.983 5.440 2.527 0.49
H 3.123 5.175 -1.855 0.35
H -1.947 2.177 -0.329 0.55
O -5.461 1.394 4.097 -0.69
H -7.384 -0.970 1.682 0.40
C -0.672 -3.236 -4.225 -0.62
C 4.223 1.998 -0.346 -0.91
H -0.035 -1.043 -0.704 -0.39
C 1.679 3.532 0.791 0.55
H -6.898 -2.433 5.985 0.37
C 2.361 -0.288 1.566 -1.84
C -4.848 -0.331 1.064 -1.36
C 3.911 -1.133 -0.253 -0.73
H -4.890 -1.375 -1.506 0.30
H 1.390 -2.370 -1.022 -0.67
C 0.651 2.890 -1.343 0.93
H 3.609 2.850 2.430 -0.02
H -1.604 4.385 -1.086 0.36
C 2.992 0.704 -3.239 0.21
H 4.137 -4.717 1.271 0.36
C 0.205 3.465 2.852 -1.28
H -2.913 1.329 3.091 0.38
C 1.757 0.242 -0.515 -1.24
H 3.107 5.156 0.591 0.24
C -2.460 -3.111 -2.088 -0.74
H 4.192 -2.835 -4.277 0.38
H 5.366 -4.181 -0.707 0.37
C -1.319 -2.249 -2.067 0.83
C -4.577 -0.324 -1.446 -2.36
H -3.857 2.002 0.046 0.29
H 2.896 -4.191 -2.197 0.16
H 3.123 -3.483 2.053 0.30
H -5.296 -4.517 2.550 0.43
C -1.041 -1.378 -0.939 1.87
H -7.675 0.675 2.352 0.30
C 1.510 3.757 -2.029 -0.21
C -5.074 -1.649 5.153 -0.38
N -5.665 0.105 2.186 1.21
N 1.085 1.123 0.356 1.54
N 2.694 -0.474 0.224 1.94
H 6.748 2.697 -0.110 0.40
C -6.772 0.248 -0.538 -2.08
H 6.883 -0.342 -1.728 0.55
C 1.204 -0.204 -1.725 -0.46
H 0.848 0.961 2.513 1.45
H -1.921 -4.840 -4.979 0.39
H 1.732 5.354 3.760 0.49
C 1.617 3.732 2.330 2.23
H 0.216 3.445 3.950 0.39
H -4.959 -1.427 0.942 0.56
C -5.241 -3.713 3.287 -0.80
H 2.392 1.923 3.334 0.36
C 2.691 -1.691 -3.236 0.06
C -4.967 0.724 3.200 -0.25
H 0.042 -3.279 -5.049 0.56
C 5.218 -3.103 -0.777 -0.27
C -3.059 -0.678 3.992 -1.16
C 2.449 4.500 -1.326 -1.30
C -7.054 -0.229 2.415 -1.24
C 2.887 -3.583 -0.104 2.22
H 2.994 3.443 3.983 0.58
H -2.620 -2.240 0.286 0.36
H -7.362 0.848 0.162 0.37
H -2.344 1.237 -1.805 0.76
H -0.455 4.279 2.525 0.40
H -4.994 -0.839 5.884 0.34
H 6.335 0.335 1.813 0.47
C 4.597 -0.707 -4.366 -1.04
C 6.613 1.693 -0.536 -2.38
H 0.735 -3.790 -0.235 0.76
H -0.276 2.998 -4.137 0.53
C 3.859 -1.833 -3.991 -0.98
H 3.306 1.800 0.198 -0.74
H 1.252 -2.415 0.756 0.06
H -7.174 -0.656 3.421 0.33
C -5.271 0.373 -0.290 2.48
C -4.119 -1.744 4.134 0.28
C 2.921 -4.660 -1.205 -1.75
C 1.928 5.196 2.692 -2.10
C 5.339 1.061 0.037 2.50
C -2.671 -4.019 -3.120 -0.93
H -0.937 0.858 -0.819 -1.54
H 1.394 3.915 -3.106 0.46
H -3.192 -3.079 -1.278 0.41
C 6.221 -2.333 -1.336 -1.63
H -2.484 3.800 -2.519 0.49
C -1.766 -4.108 -4.185 -0.79
C 2.707 2.929 3.053 -1.32
H 2.043 -5.314 -1.118 0.50
C -1.535 1.673 -1.210 -0.69
H -5.522 2.360 0.554 0.38
C -4.153 -2.836 3.261 0.14